Here is a molecular structure, C3H4N2O in a non-equilibrium geometry from OMol25. Energies are from ωB97M-V with the def2-TZVPD basis set.

Computed properties:
Kohn-Sham gap: 8.61 eV
ΔE to the lowest compared entry with this formula, charge and spin: 294.1 kJ/mol
Molar mass: 84.08 g/mol

Element x y z (Å)
N  1.791  -0.180  -0.101
C  0.422  -0.142  -0.010
C  -0.347  0.947  0.245
N  -1.723  0.614  0.569
C  -1.732  -0.458  -0.066
O  -0.336  -1.233  -0.174
H  2.231  -1.081  -0.190
H  2.274  0.472  0.498
H  -0.171  1.976  0.013
H  -2.421  -0.885  -0.769